# C7H17N

2 unconnected molecules or ions with the total composition C7H17N at a distorted geometry (the ωB97M-V functional and the def2-TZVPD basis, the OMol25 dataset).

```
25
Properties=species:S:1:pos:R:3:forces:R:3
C -2.184 -0.250 -0.412 0.0 -0.1 0.6
C -1.107 -1.241 0.027 0.6 0.0 -0.9
C -0.762 -1.151 1.504 -0.8 0.3 0.3
C -0.154 -2.489 1.947 -0.2 0.0 0.1
H -3.112 -0.571 0.089 0.1 0.3 -0.3
H -2.328 -0.191 -1.491 0.0 -0.2 0.1
H -1.943 0.757 -0.055 0.0 0.0 0.0
H -0.163 -1.123 -0.547 -0.7 0.1 0.2
H -1.452 -2.262 -0.214 0.0 0.3 0.2
H -1.739 -0.924 2.054 1.3 -0.4 -0.3
H -0.070 -0.286 1.694 -0.6 -0.7 -0.2
H -0.944 -3.270 1.934 0.5 0.3 -0.2
H 0.172 -2.404 2.974 0.3 -0.2 0.3
H 0.709 -2.818 1.313 -0.8 0.4 0.4
C 2.250 2.456 0.253 -0.2 0.6 0.5
C 1.191 2.026 -0.718 1.0 -1.5 -0.8
C 1.307 0.930 -1.506 -1.1 0.6 0.5
N 0.222 0.572 -2.381 1.2 -0.2 -0.1
H 3.018 1.679 0.441 -0.4 0.5 -0.3
H 2.696 3.416 -0.094 0.1 -0.7 0.2
H 1.802 2.722 1.231 0.2 -0.3 -0.3
H 0.317 2.648 -0.848 -0.1 0.2 0.0
H 2.121 0.201 -1.375 -0.4 0.4 -0.3
H 0.480 0.176 -3.292 0.1 0.3 0.7
H -0.327 1.398 -2.529 -0.4 0.1 -0.2
```
Positions in Å, forces in eV/Å.

Summary:
E_LUMO, eV: 1.155
Energy above the lowest of the compared OMol25 structures with the same formula, charge and spin, kcal per mole: 27.3
HOMO, eV: -8.1
SMILES string: C/C=C/N.CCCC
Frontier orbital gap, eV: 9.282